One molecule with the formula C3H2O. Source: OMol25; level of theory: the ωB97M-V functional and the def2-TZVPD basis.

The calculation puts the energy above the lowest of the compared OMol25 structures with the same formula, charge and spin at 8.4 kJ/mol. The maximum force comes out at 0.750 eV/A. The value obtained for the energy is -190.659324 Ha. The calculation puts the HOMO-LUMO gap at 10.678 eV. As for the SMILES: C#CC=O.

The geometry in XYZ format:
```
6
Properties=species:S:1:pos:R:3:forces:R:3:mulliken_charge:R:1
O 0.811467 -1.790347 0.335225 0.20 0.46 -0.13 -0.4042
C 0.913524 -0.592048 0.220787 -0.03 -0.38 0.16 -0.1133
C -0.181105 0.231577 -0.258821 -0.71 0.19 0.16 -0.0473
C -1.211248 0.842109 -0.386911 0.43 -0.22 0.06 -0.0796
H 1.811244 -0.042622 0.549427 0.03 -0.09 -0.11 0.2792
H -2.143882 1.351332 -0.459708 0.08 0.06 -0.15 0.3652
```
Forces are in eV/Å.

---

A 3-piece molecular cluster, C3H2O overall at a distorted geometry. Source: OMol25; level of theory: the ωB97M-V functional and the def2-TZVPD basis.

The calculation puts the energy above the lowest of the compared OMol25 structures with the same formula, charge and spin at 246.3 kJ/mol. The maximum force comes out at 2.713 eV/A. The value obtained for the energy is -190.568716 Ha. The calculation puts the HOMO-LUMO gap at 10.614 eV.

The geometry in XYZ format:
```
6
Properties=species:S:1:pos:R:3:forces:R:3:mulliken_charge:R:1
C -1.338195 0.954726 0.374245 -1.03 1.58 -0.47 -0.0263
C -2.211038 1.854224 0.175459 0.40 -0.40 0.08 -0.5862
C -0.463785 0.053231 0.623379 0.02 -1.08 0.45 0.8657
O 0.216161 -0.823441 0.885431 0.45 -0.08 0.13 -0.2590
H 1.714637 -0.836557 -1.358292 1.27 -1.18 2.00 0.0001
H 2.082221 -1.202183 -0.700222 -1.11 1.16 -2.18 0.0056
```
Forces are in eV/Å.